Here is a molecular structure, C81H61ClFN5O4P2Sr in a non-equilibrium geometry from the OMol25 dataset. Energies are from ωB97M-V/def2-TZVPD.

```
156
Properties=species:S:1:pos:R:3:forces:R:3:lowdin_charge:R:1
Sr 0.69298 0.89012 -1.61829 -0.344 -2.202 2.014 1.35
C 5.17750 -0.72322 0.21297 -0.007 -0.729 -0.132 -0.07
O 4.82831 0.56984 0.68906 -0.077 0.849 0.189 -0.01
C 3.54564 0.79036 0.29760 0.512 -1.350 -0.537 -0.31
N 3.00093 -0.11287 -0.41250 -0.712 0.625 0.278 0.15
C 4.02330 -1.08130 -0.76141 0.715 -0.145 -0.135 -0.23
C 3.68925 -2.54556 -0.69638 -0.109 0.155 -0.058 -0.17
C 2.60897 -3.03200 0.01846 0.045 0.120 -0.166 -0.02
C 2.43423 -4.39847 0.16178 -0.022 -0.072 0.060 -0.10
C 3.31511 -5.28591 -0.42805 -0.110 -0.051 -0.008 -0.08
C 4.36103 -4.80275 -1.19561 0.125 -0.019 -0.019 -0.08
C 4.55368 -3.43988 -1.32099 -0.092 0.040 0.112 -0.02
C 3.04015 2.13675 0.54042 0.172 1.008 0.491 -0.18
C 3.90612 3.06458 1.12758 -0.148 -0.035 -0.034 0.04
C 3.54729 4.39902 1.14144 -0.210 -0.232 -0.232 -0.02
C 2.35303 4.76003 0.54244 0.079 -0.205 -0.079 0.02
C 1.53332 3.75962 0.01427 0.896 0.607 0.586 -0.19
N 1.85353 2.47093 0.04146 0.327 0.192 0.139 0.11
C 0.31835 4.17643 -0.67308 -1.091 0.323 -0.589 -0.30
N -0.57486 3.43545 -1.17141 0.824 -0.507 0.429 0.16
C -1.48496 4.25846 -1.92825 -0.289 0.626 -0.332 -0.23
C -0.99359 5.70407 -1.62955 -0.630 0.033 -0.382 -0.06
O 0.17656 5.51809 -0.85130 0.818 0.075 0.375 0.00
C -2.93350 4.04844 -1.57974 -0.047 -0.024 0.001 -0.18
C -3.36429 4.13034 -0.26225 0.027 0.050 -0.072 -0.04
C -4.70279 3.97246 0.04995 0.000 0.142 0.057 -0.09
C -5.62491 3.74268 -0.95547 -0.101 0.003 -0.002 -0.09
C -5.20483 3.65502 -2.27118 -0.087 0.042 -0.063 -0.08
C -3.86597 3.81248 -2.58131 0.045 0.041 0.007 -0.03
H 5.20494 -1.41136 1.06672 0.003 0.129 -0.274 0.10
H 6.16042 -0.67639 -0.25493 -0.078 0.038 -0.009 0.14
H 4.31384 -0.84814 -1.79483 -0.047 -0.070 0.106 0.14
H 1.90519 -2.33105 0.44121 -0.084 0.079 0.111 0.08
H 1.60620 -4.77187 0.74802 -0.092 -0.054 0.045 0.09
H 3.17417 -6.34883 -0.30675 -0.025 -0.131 -0.010 0.10
H 5.02709 -5.48726 -1.69815 0.087 -0.078 -0.033 0.10
H 5.37474 -3.06909 -1.91672 0.102 0.085 -0.095 0.12
H 4.84520 2.73397 1.53860 0.070 -0.055 0.001 0.13
H 4.18932 5.14007 1.59150 0.062 0.058 0.015 0.12
H 2.04289 5.79063 0.48064 -0.022 0.033 -0.032 0.13
H -1.34261 4.01905 -2.98805 -0.021 0.052 0.140 0.13
H -1.71798 6.28101 -1.04566 0.093 -0.079 -0.087 0.13
H -0.73619 6.24785 -2.53996 0.017 0.009 0.115 0.13
H -2.64785 4.32426 0.52297 0.132 -0.033 0.126 0.12
H -5.02963 4.02720 1.07972 0.005 0.025 0.045 0.11
H -6.67120 3.63652 -0.71398 -0.133 -0.056 0.030 0.10
H -5.92020 3.46252 -3.05724 -0.055 0.005 -0.063 0.11
H -3.54074 3.76682 -3.61061 0.061 -0.075 -0.126 0.11
Cl 0.94239 4.29002 -8.36321 -0.041 0.082 -0.278 0.63
C 1.12555 3.65333 -6.75955 -0.192 -0.040 0.002 -0.69
C 2.34930 3.80995 -6.09981 -0.128 -0.074 0.049 -0.11
C 2.48722 3.33748 -4.82866 0.094 -0.070 0.132 0.00
C 1.43944 2.66540 -4.12172 -0.076 0.470 -1.197 -0.38
O 1.62141 2.30783 -2.92834 0.897 1.271 -0.573 -0.30
C 0.19941 2.50118 -4.84032 0.731 0.277 -0.006 -0.13
C -0.98083 1.91955 -4.30706 -0.759 -0.265 0.106 -0.11
N -1.12749 1.25344 -3.21456 0.375 0.547 -0.786 0.00
C -2.37956 0.82469 -2.85344 -1.169 -0.388 -0.326 -0.23
C -3.36596 0.43304 -3.74803 0.621 0.173 0.192 -0.02
C -4.66303 0.14709 -3.31678 -0.347 -0.015 0.321 -0.08
C -5.00977 0.27626 -1.99802 -0.071 -0.058 -0.203 -0.04
C -4.03398 0.62523 -1.04539 0.463 0.043 -0.070 -0.16
C -4.32113 0.84145 0.31743 0.334 0.044 0.170 -0.01
C -3.29807 1.13498 1.17807 -0.344 0.053 -0.251 -0.07
C -1.98292 1.12494 0.68729 -0.106 0.118 0.166 -0.16
N -1.68903 0.97022 -0.57385 0.084 -0.063 0.290 0.02
C -2.68379 0.80431 -1.45906 -0.971 -0.190 -0.188 -0.19
C 0.08086 3.02540 -6.14375 0.210 0.076 -0.067 -0.07
H 3.16311 4.31006 -6.60526 0.061 0.022 0.004 0.10
H 3.42231 3.45836 -4.29953 0.054 -0.010 0.054 0.11
H -1.87764 2.13562 -4.90959 0.073 -0.134 0.040 0.13
H -3.12533 0.34045 -4.79617 0.074 0.020 -0.107 0.12
H -5.40633 -0.13693 -4.04802 -0.068 -0.072 -0.030 0.11
H -6.02334 0.10744 -1.66863 -0.158 -0.015 0.031 0.11
H -5.34496 0.79844 0.65912 -0.104 -0.064 0.046 0.13
H -3.49092 1.35228 2.21740 0.028 -0.053 0.090 0.11
H -1.14106 1.25149 1.35808 0.023 -0.035 0.105 0.06
H -0.85438 2.90970 -6.67400 -0.085 0.012 -0.032 0.11
O 0.55544 -2.28071 2.91536 0.049 -0.315 0.328 -0.09
C -0.05415 -3.51361 2.81860 -0.319 -0.676 -0.370 -0.28
C -0.00757 -4.45108 3.84453 0.018 0.259 0.099 -0.01
C -0.69489 -5.64404 3.71144 0.046 0.049 0.008 -0.07
C -1.42335 -5.90464 2.56170 -0.084 -0.076 -0.093 -0.07
C -1.48607 -4.96385 1.55193 0.170 -0.064 0.117 -0.07
C -0.79901 -3.76200 1.66487 0.590 0.344 0.066 -0.28
P -1.05046 -2.33935 0.50782 -0.371 -0.444 -0.071 1.17
C -2.74133 -2.16537 1.22876 0.003 0.300 -0.137 -0.35
C -2.79965 -1.48153 2.43872 -0.018 -0.152 -0.045 -0.12
C -3.99483 -1.34543 3.11719 -0.036 -0.065 0.156 -0.09
C -5.15622 -1.87905 2.58244 -0.079 0.045 0.086 -0.09
C -5.10187 -2.57789 1.38930 -0.129 -0.015 -0.019 -0.07
C -3.89970 -2.74027 0.72438 -0.002 0.061 -0.008 -0.08
C -1.42569 -3.19722 -1.06550 0.121 0.216 0.026 -0.37
C -2.38427 -2.64340 -1.91055 0.065 -0.049 -0.002 -0.13
C -2.65435 -3.21604 -3.13990 -0.059 -0.060 -0.083 -0.09
C -1.93346 -4.31907 -3.56644 -0.054 0.011 0.027 -0.09
C -0.93584 -4.83728 -2.75748 0.018 -0.074 -0.097 -0.06
C -0.68387 -4.28492 -1.51489 -0.038 0.055 0.128 -0.09
C 1.90254 -2.18497 3.12263 0.589 0.157 0.111 -0.30
C 2.78157 -3.25375 3.18309 -0.231 -0.096 0.061 -0.02
C 4.13988 -3.00913 3.30323 -0.097 0.141 0.090 -0.06
C 4.60957 -1.70970 3.35590 0.182 -0.095 0.128 -0.10
C 3.72814 -0.63917 3.30310 -0.148 -0.061 0.077 -0.09
C 2.36394 -0.86254 3.22082 -0.442 -0.169 -0.393 -0.30
P 0.97280 0.32291 3.09372 0.238 0.548 0.644 1.16
C 1.69210 1.94047 3.62724 -0.044 -0.103 -0.255 -0.35
C 1.11133 3.08956 3.10159 0.019 -0.116 0.025 -0.12
C 1.56515 4.34318 3.47329 -0.106 0.149 0.228 -0.10
C 2.61841 4.46554 4.36345 -0.093 0.053 0.010 -0.09
C 3.16998 3.32764 4.92898 0.103 -0.017 0.083 -0.07
C 2.69225 2.07717 4.58285 0.098 0.019 -0.015 -0.09
C 0.22323 0.02405 4.75676 -0.212 -0.094 -0.250 -0.35
C 0.89148 -0.56829 5.82064 -0.024 -0.051 -0.055 -0.08
C 0.27854 -0.67003 7.05742 0.027 -0.047 0.128 -0.08
C -1.00760 -0.19176 7.24593 -0.053 -0.002 0.061 -0.09
C -1.68386 0.39146 6.18656 -0.107 0.053 0.110 -0.08
C -1.06752 0.50335 4.95350 0.096 -0.080 -0.070 -0.11
H 0.54334 -4.23611 4.74852 0.072 0.064 0.065 0.12
H -0.67648 -6.36759 4.51292 0.050 -0.037 0.069 0.11
H -1.96101 -6.83420 2.46173 -0.068 -0.124 -0.004 0.10
H -2.07861 -5.14784 0.66824 -0.067 -0.052 -0.070 0.11
H -1.88813 -1.06924 2.84863 0.109 0.113 0.086 0.08
H -4.02781 -0.81553 4.05870 0.037 0.045 0.105 0.10
H -6.09691 -1.76266 3.10036 -0.087 0.014 0.049 0.10
H -5.99994 -3.00712 0.96911 -0.096 -0.063 0.001 0.10
H -3.87388 -3.32174 -0.18421 -0.036 0.011 -0.047 0.10
H -2.92088 -1.75755 -1.60267 -0.121 0.026 -0.027 0.08
H -3.41689 -2.78448 -3.77165 -0.060 0.057 -0.073 0.10
H -2.13674 -4.75683 -4.53248 0.014 -0.049 -0.079 0.10
H -0.34531 -5.67404 -3.09888 0.065 -0.082 -0.031 0.11
H 0.09684 -4.69945 -0.89403 0.025 -0.042 -0.015 0.08
H 2.41889 -4.26778 3.11556 0.000 -0.023 -0.052 0.11
H 4.82568 -3.84226 3.33737 0.064 -0.058 0.006 0.11
H 5.67011 -1.52912 3.43797 0.136 0.067 0.007 0.11
H 4.11635 0.36603 3.32035 0.020 0.107 0.012 0.10
H 0.30676 2.99844 2.38352 -0.067 -0.012 -0.062 0.09
H 1.10655 5.22997 3.05954 -0.044 0.051 -0.043 0.11
H 3.00070 5.44219 4.62356 -0.007 0.076 0.060 0.11
H 3.96938 3.41467 5.65027 0.063 0.013 0.078 0.11
H 3.09559 1.20048 5.06450 0.083 -0.072 0.069 0.10
H 1.89089 -0.96017 5.68625 0.062 -0.004 0.004 0.11
H 0.81097 -1.12294 7.88236 0.024 -0.042 0.044 0.10
H -1.47817 -0.27474 8.21581 -0.039 -0.008 0.022 0.10
H -2.69142 0.75974 6.32551 -0.040 0.034 0.001 0.10
H -1.58768 0.96367 4.12354 -0.118 0.067 -0.066 0.09
F 1.87149 -2.49622 -7.18368 0.000 -0.022 0.032 0.01
C 1.67226 -1.97677 -5.93776 0.024 0.081 0.143 -0.30
C 0.43561 -2.10268 -5.33984 -0.064 -0.119 -0.295 -0.04
C 0.24675 -1.53809 -4.08600 0.365 -0.011 -0.124 -0.18
C 1.25153 -0.86481 -3.38750 0.024 -0.177 0.367 -0.25
C 2.48061 -0.78586 -4.04469 -0.322 -0.212 -0.099 -0.18
C 2.70934 -1.32448 -5.30317 0.123 -0.113 -0.326 -0.04
H -0.36300 -2.61845 -5.85588 -0.056 -0.083 -0.116 0.10
H -0.73432 -1.62765 -3.64296 -0.220 -0.034 0.001 0.05
H 3.30297 -0.26315 -3.57233 0.264 0.193 0.014 0.06
H 3.66515 -1.22672 -5.79740 0.116 -0.030 -0.124 0.10
```
Forces are in eV/Å.

ΔE to the lowest compared entry with this formula, charge and spin   0.0 kJ/mol
HOMO-LUMO gap   5.629 eV
Multiplicity   1
LUMO level   -0.41 eV
HOMO level   -6.0 eV
DFT total energy   -4971.569989 hartree
Total charge   0